*one*
Entry from OMol25: C5H8O2 in the gas phase (the ωB97M-V functional and the def2-TZVPD basis).

The geometry in XYZ format:
```
15
Properties=species:S:1:pos:R:3:mulliken_charge:R:1
C 1.5424 -0.3756 -0.0623 -0.3198
C 0.9400 0.8877 -0.6410 -0.5682
O -0.2495 0.6768 -1.3658 -0.4292
C -1.2062 0.0162 -0.5767 -0.1299
C -1.3498 0.2023 0.9224 -0.6027
C -0.7473 -1.0594 0.3527 0.0405
O 0.6270 -1.2847 0.5334 -0.4190
H 2.1254 -0.9354 -0.8015 0.3172
H 2.2816 0.0302 0.6499 0.2734
H 0.7453 1.6241 0.1474 0.2871
H 1.7333 1.3087 -1.2645 0.3881
H -2.1313 -0.1082 -1.1355 0.3364
H -0.6605 0.8413 1.4637 0.1955
H -2.3472 0.1685 1.3529 0.2799
H -1.3032 -1.9925 0.4248 0.3505
```

Calculated values
Gap between HOMO and LUMO ... 0.368 Ha
Total charge ... 0
HOMO ... -9.004 eV
LUMO energy ... 1.021 eV

*two*
Entry from OMol25: C5H8O2 as an isolated structure (the ωB97M-V functional and the def2-TZVPD basis).

The geometry in XYZ format:
```
15
Properties=species:S:1:pos:R:3:mulliken_charge:R:1
C 0.9518 -0.0117 -1.3384 -1.4429
C 0.2022 0.1131 -0.0196 1.4770
C 0.2076 1.4227 0.7569 -1.4516
C -1.1860 -0.5491 -0.0212 -0.7623
C -0.5141 -1.5687 0.8856 0.4914
O -0.8250 -2.5472 1.4933 -0.5541
O 0.7034 -0.9647 0.8557 -0.4129
H 0.6958 -0.9812 -1.7835 0.3686
H 0.6960 0.7677 -2.0625 0.3507
H 2.0343 -0.0132 -1.1789 0.3070
H -0.3169 1.2507 1.7053 0.3604
H 1.2082 1.7918 0.9983 0.3312
H -0.3408 2.2047 0.2201 0.3383
H -1.9832 0.0094 0.4751 0.2927
H -1.5333 -0.9242 -0.9860 0.3065
```

Calculated values
Gap between HOMO and LUMO ... 0.409 Ha
Total charge ... 0
HOMO ... -10.412 eV
LUMO energy ... 0.726 eV

*three*
Entry from OMol25: C5H8O2 in the gas phase (the ωB97M-V functional and the def2-TZVPD basis).

The geometry in XYZ format:
```
15
Properties=species:S:1:pos:R:3:mulliken_charge:R:1
C -1.9813 1.1364 0.3100 -0.6014
C -1.6891 -0.0762 -0.1441 -0.0677
O -0.8553 -0.2610 -1.2160 -0.3634
C 0.2705 -1.0644 -0.8989 -0.6892
C 1.1657 -0.3977 0.1243 0.9204
C 1.6228 0.8461 -0.0084 -1.0590
O 1.3914 -1.2091 1.1960 -0.4835
H -2.6584 1.2673 1.1474 0.2557
H -1.5132 2.0166 -0.1238 0.2350
H -2.0850 -0.9996 0.2893 0.3386
H 0.8024 -1.2166 -1.8448 0.3007
H -0.0410 -2.0436 -0.5115 0.3637
H 1.3704 1.4186 -0.8949 0.2929
H 2.2456 1.3256 0.7449 0.2487
H 1.9543 -0.7422 1.8306 0.3086
```

Calculated values
Gap between HOMO and LUMO ... 0.364 Ha
Total charge ... 0
HOMO ... -9.060 eV
LUMO energy ... 0.857 eV

*four*
Entry from OMol25: a 2-piece molecular cluster, C5H8O2 overall (the ωB97M-V functional and the def2-TZVPD basis).

The geometry in XYZ format:
```
15
Properties=species:S:1:pos:R:3:mulliken_charge:R:1
C -1.6050 -0.3391 -0.8110 -0.7987
C -0.5173 -0.5463 -0.1338 0.6529
C 0.3690 -1.1645 0.6744 -0.4934
C 0.6403 -2.5878 0.5531 -0.1553
O 1.2996 -3.2400 1.3309 -0.5101
H -1.5750 0.1862 -1.7533 0.2951
H -2.5727 -0.6251 -0.4299 0.2607
H 0.6737 -0.6984 1.6043 0.3621
H 0.1395 -3.0694 -0.3116 0.3490
C 0.3205 2.3400 -0.0703 -0.5907
O 0.7522 1.1468 -0.7163 -0.5231
H 0.1973 2.1772 1.0061 0.2732
H -0.6418 2.6047 -0.5020 0.2635
H 1.0348 3.1473 -0.2421 0.2625
H 1.4849 0.6685 -0.1984 0.3523
```

Calculated values
Gap between HOMO and LUMO ... 0.366 Ha
Total charge ... 0
HOMO ... -9.335 eV
LUMO energy ... 0.628 eV

Which of them is the least stable? Correct choice: *four*.

*one*
Entry from OMol25: a 2-piece molecular cluster, C5H8O2 overall (the ωB97M-V functional and the def2-TZVPD basis).

The geometry in XYZ format:
```
15
Properties=species:S:1:pos:R:3:mulliken_charge:R:1
O -1.6211 2.0275 0.8491 -0.5116
C -0.3776 1.7657 0.2159 -0.4655
C -0.1350 0.2980 0.3432 -0.0641
C -0.2261 -0.5461 -0.6791 -0.1806
C -0.2275 -2.0346 -0.5412 -1.2370
C 2.5291 -0.8554 0.0165 0.1698
O 3.0704 -0.2216 -0.7566 -0.1888
H -1.7516 2.9821 0.8699 0.2958
H 0.4352 2.3361 0.6940 0.2887
H -0.3989 2.0374 -0.8516 0.2676
H 0.0506 -0.0800 1.3496 0.3555
H -1.2887 -2.2673 -0.4533 0.3463
H -0.4430 -0.1604 -1.6758 0.2488
H 0.1722 -2.5679 -1.4102 0.3399
H 0.2821 -2.3887 0.3605 0.3351
```

Calculated values
Gap between HOMO and LUMO ... 0.383 Ha
Total charge ... 0
HOMO ... -9.473 eV
LUMO energy ... 0.958 eV

*two*
Entry from OMol25: C5H8O2 in the gas phase (the ωB97M-V functional and the def2-TZVPD basis).

The geometry in XYZ format:
```
15
Properties=species:S:1:pos:R:3:mulliken_charge:R:1
C 1.7898 -0.1883 1.0739 -1.2352
C 0.8687 0.2455 0.0085 0.4658
O 1.1677 1.0972 -0.7882 -0.5232
C -0.5904 -0.0924 0.0931 0.9979
O -1.1854 -0.7492 1.1449 -0.5482
C -0.7650 -0.4200 -1.3290 -0.8712
C -1.2467 1.0513 -0.5494 -0.7340
H 2.7903 0.1395 0.8121 0.3648
H 1.7763 -1.2567 1.2507 0.3233
H 1.4542 0.3361 1.9808 0.2641
H -1.3195 -1.6631 0.8829 0.3585
H -1.6181 -0.9070 -1.7515 0.3802
H 0.0854 -0.8644 -1.8903 0.2399
H -2.3259 1.1918 -0.5361 0.3200
H -0.8816 2.0797 -0.4022 0.1971
```

Calculated values
Gap between HOMO and LUMO ... 0.355 Ha
Total charge ... 0
HOMO ... -8.953 eV
LUMO energy ... 0.704 eV

*three*
Entry from OMol25: C5H8O2 in the gas phase (the ωB97M-V functional and the def2-TZVPD basis).

The geometry in XYZ format:
```
15
Properties=species:S:1:pos:R:3:mulliken_charge:R:1
C -1.1604 1.2768 -0.8076 -1.3920
C -0.2868 0.3180 -0.0621 1.1414
C 0.9670 -0.3034 -0.6808 -0.5614
C 1.7046 -0.9426 0.5089 0.0314
O 2.8931 -0.9512 0.6965 -0.5075
C -0.8904 -0.5202 0.9647 -0.7814
O 0.0529 0.5523 1.2978 -0.4893
H -0.6099 2.1236 -1.2199 0.3303
H -1.6397 0.7209 -1.6224 0.3047
H -1.9451 1.6394 -0.1366 0.3759
H 0.7402 -1.0583 -1.4453 0.3085
H 1.6067 0.4621 -1.1355 0.3197
H 1.0275 -1.4031 1.2394 0.3413
H -0.6697 -1.5952 0.8867 0.2097
H -1.7898 -0.3190 1.5161 0.3688
```

Calculated values
Gap between HOMO and LUMO ... 0.379 Ha
Total charge ... 0
HOMO ... -9.493 eV
LUMO energy ... 0.809 eV

Which of them is the least stable? Correct choice: *two*.

*one*
Entry from OMol25: a 8-piece molecular cluster, H14NO10 overall (the ωB97M-V functional and the def2-TZVPD basis).

The geometry in XYZ format:
```
25
Properties=species:S:1:pos:R:3:mulliken_charge:R:1
N 0.9333 0.3879 0.5607 0.8702
O 1.3633 -0.7671 0.4407 -0.6219
O 0.4563 0.9939 -0.4543 -0.6981
O 0.3423 0.5739 1.6497 -0.7529
O -2.0837 1.8699 0.3667 -0.6733
H -2.1037 1.8149 1.2837 0.3769
H -1.1317 1.7689 0.1977 0.3293
O 2.1953 -2.9211 -1.1053 -0.6313
H 2.5283 -2.6671 -1.9833 0.3176
H 2.5173 -2.2621 -0.4973 0.3369
O -1.9797 1.1089 2.9827 -0.7307
H -1.1027 0.7379 2.7127 0.4886
H -1.8287 1.9409 3.3277 0.3045
O 0.7963 -0.4281 -2.9473 -0.6563
H 0.3913 -1.2341 -2.7523 0.3466
H 0.6713 -0.0301 -2.1233 0.4243
O -0.6837 -1.9201 -0.9503 -0.6737
H 0.2643 -1.7231 -0.6863 0.2307
H -1.2737 -1.3711 -0.4213 0.3888
O 0.6483 3.5399 -2.2543 -0.6390
H 0.5093 2.7129 -1.8113 0.3701
H 0.3923 4.2549 -1.7363 0.2922
O -0.9217 -2.0221 2.2517 -0.5979
H -0.6087 -2.8831 2.0887 0.2926
H -0.2907 -1.4751 1.8597 0.3059
```

Calculated values
Gap between HOMO and LUMO ... 0.366 Ha
Total charge ... -1
HOMO ... -6.961 eV
LUMO energy ... 2.998 eV

*two*
Entry from OMol25: a 8-piece molecular cluster, H14NO10 overall (the ωB97M-V functional and the def2-TZVPD basis).

The geometry in XYZ format:
```
25
Properties=species:S:1:pos:R:3:mulliken_charge:R:1
N -0.2644 1.1861 -0.0563 0.8277
O 0.9084 1.3185 -0.4295 -0.6902
O -1.1074 0.8096 -0.8911 -0.7913
O -0.3830 0.8016 1.1378 -0.8677
O -1.5409 -1.6096 0.5907 -0.7354
H -0.9059 -1.9189 1.2413 0.3329
H -1.1995 -0.7585 0.3761 0.4025
O 3.1085 2.4251 1.0146 -0.6133
H 2.4156 1.9838 0.5183 0.4248
H 3.6306 2.8289 0.3472 0.2769
O 1.7898 0.4527 2.8801 -0.6163
H 1.0553 0.8781 2.4171 0.3583
H 1.8112 -0.4028 2.4727 0.2926
O -1.4132 -0.0899 3.4010 -0.6843
H -2.1960 -0.5767 3.0351 0.3036
H -1.0238 0.3211 2.6323 0.5843
O -1.5369 0.2263 -3.5437 -0.6648
H -1.3428 0.5575 -2.6758 0.4962
H -1.4352 0.9238 -4.1483 0.2790
O -1.0596 -2.2280 -2.0075 -0.7233
H -1.4926 -1.5534 -2.5100 0.3850
H -1.2670 -1.9131 -1.1245 0.3483
O 1.5574 -1.2245 -1.6685 -0.6658
H 1.0328 -0.5779 -1.2500 0.3232
H 0.8585 -1.8598 -1.7590 0.4171
```

Calculated values
Gap between HOMO and LUMO ... 0.372 Ha
Total charge ... -1
HOMO ... -7.128 eV
LUMO energy ... 3.002 eV

Which of them is the least stable? Correct choice: *one*.